Record 1
{"formula": "C45H65FP3PtSiTe", "method": "wB97M-V/def2-TZVPD", "gap_ev": [6.374, 5.319], "fmax_ev_per_a": 0.9, "homo_ev": [-8.0, -10.8], "energy_ha": -3554.23432, "total_charge": 1, "de_lowest_kj_mol": 211.7, "multiplicity": 5, "symbols": ["Pt", "Te", "P", "P", "P", "Si", "F", "C", "C", "C", "C", "C", "C", "C", "C", "C", "C", "C", "C", "C", "C", "C", "C", "C", "C", "C", "C", "C", "C", "C", "C", "C", "C", "C", "C", "C", "C", "C", "C", "C", "C", "C", "C", "C", "C", "C", "C", "C", "C", "C", "C", "C", "H", "H", "H", "H", "H", "H", "H", "H", "H", "H", "H", "H", "H", "H", "H", "H", "H", "H", "H", "H", "H", "H", "H", "H", "H", "H", "H", "H", "H", "H", "H", "H", "H", "H", "H", "H", "H", "H", "H", "H", "H", "H", "H", "H", "H", "H", "H", "H", "H", "H", "H", "H", "H", "H", "H", "H", "H", "H", "H", "H", "H", "H", "H", "H", "H"], "positions_angstrom": [[-0.0013, -0.0609, 0.0779], [-2.4109, 0.0171, 0.9734], [-1.1151, 1.6431, -1.8762], [0.8538, 2.0567, 1.6544], [0.8448, -2.4858, -1.0687], [2.0048, 0.5664, -1.0304], [0.2310, 2.6297, -0.8251], [0.5897, -3.7165, 0.3129], [-2.4788, 0.4729, -2.6446], [-0.1009, 4.8047, 1.9052], [2.3010, 2.7850, 0.8053], [-1.3332, 2.9827, 3.1293], [1.2808, -2.7315, -3.7842], [-1.8155, 4.1656, -3.0865], [3.8997, 2.7149, -0.9846], [2.8276, 2.1395, -0.3173], [1.1411, -3.0950, 1.5887], [3.5215, -3.3360, -0.9089], [-0.8966, -4.0179, 0.4601], [4.8870, -3.1380, -0.8129], [1.0266, -4.9459, -2.6519], [-3.0393, 0.8128, -4.0177], [4.5406, -0.7696, -0.8571], [2.6573, -2.2500, -0.9944], [1.5645, 1.6301, 3.3425], [-4.1736, -2.0953, 2.2754], [2.8753, 3.9718, 1.2446], [-4.6125, -2.9765, 3.2475], [3.9658, 4.5157, 0.5861], [1.4206, 0.9178, -2.8198], [3.1695, -0.9499, -0.9781], [-0.5034, 3.3362, 1.9014], [0.5913, -3.4848, -2.6506], [-2.9554, -1.4272, 2.4560], [-1.9444, -0.9456, -2.6664], [-2.2060, -1.6531, 3.6149], [-0.0705, 1.8108, -4.4848], [0.8624, 1.5403, -5.4727], [2.3320, 0.6268, -3.8277], [0.1854, 1.4857, -3.1563], [-0.9348, -0.9195, 3.8989], [-3.4716, 3.1577, -1.4480], [4.4760, 3.8927, -0.5374], [2.6396, 0.5731, 3.1057], [2.1186, 2.7790, 4.1747], [5.3979, -1.8519, -0.7835], [-4.3858, -4.1349, 5.4665], [2.0562, 0.9195, -5.1511], [-2.0072, 3.3038, -1.8449], [-3.8891, -3.2032, 4.4111], [-5.0049, -1.8733, 1.0521], [-2.6850, -2.5330, 4.5736], [4.2845, 2.2446, -1.8773], [-1.5261, -1.2151, -1.6939], [2.7738, 0.6732, -5.9206], [-4.0811, 2.7537, -2.2505], [-0.9915, 2.2930, -4.7646], [-5.5479, -3.4944, 3.1006], [2.4683, 4.4973, 2.0898], [2.3507, 2.4150, 5.1752], [0.7426, 1.1708, 3.8981], [0.9832, -1.6845, -3.8014], [-0.2215, -1.5536, 4.4195], [0.7659, -3.6154, 2.4670], [-2.3383, 0.5354, -4.8003], [3.0398, 3.1613, 3.7447], [-3.2879, 0.5308, -1.9081], [0.6479, 1.8086, -6.4962], [1.0311, -3.1762, -4.7459], [5.3083, 4.3272, -1.0728], [-3.9492, 0.2313, -4.1683], [3.2653, 0.1457, -3.5673], [5.5484, -3.9874, -0.7444], [-3.6816, -4.9523, 5.6145], [-3.8708, 4.1358, -1.1871], [-2.7409, -1.6500, -2.9038], [-1.1278, 3.1714, 1.0144], [-2.1112, -2.6796, 5.4784], [-0.4813, -0.5523, 2.9756], [-5.8827, -2.5113, 1.0655], [4.9462, 0.2295, -0.8246], [1.4078, 3.5934, 4.2772], [-1.4264, -3.1267, 0.7953], [1.1366, -4.6317, 0.0673], [-2.2099, 3.6252, 3.1723], [6.4614, -1.6936, -0.6911], [-0.7653, 4.2046, -3.3673], [-3.2991, 1.8601, -4.1303], [-1.0531, -4.7996, 1.1990], [0.7326, -5.3885, -3.6026], [-1.3265, -4.3509, -0.4802], [-1.1626, -1.0418, -3.4177], [-5.3320, -0.8346, 0.9994], [0.8165, -2.0469, 1.6448], [-1.5027, 3.8310, -1.0306], [-1.1609, -0.0689, 4.5415], [2.2704, -0.2276, 2.4611], [-2.4028, 3.8101, -3.9278], [0.4890, 5.0649, 2.7805], [3.1364, -4.3435, -0.8897], [2.9643, 0.1371, 4.0499], [-4.4853, -3.6143, 6.4176], [-4.4268, -2.0891, 0.1530], [2.3621, -2.7734, -3.6603], [-5.3498, -4.5526, 5.1955], [4.4021, 5.4340, 0.9468], [-1.0078, 5.4085, 1.9300], [-1.6801, 1.9497, 3.0770], [-0.4944, -3.4537, -2.8106], [2.1053, -5.0402, -2.5723], [2.2274, -3.1208, 1.6034], [0.4540, 5.0523, 1.0036], [-3.5719, 2.5173, -0.5690], [3.5060, 1.0204, 2.6210], [-2.1380, 5.1818, -2.8674], [-0.7750, 3.1221, 4.0496], [0.5554, -5.5232, -1.8614]], "mulliken_charge": [2.698, 0.310, 1.510, 0.642, 0.507, -0.850, -0.888, 0.601, 0.621, -1.855, 0.031, -1.234, -1.335, -1.681, -0.131, 0.530, -1.734, -0.643, -1.667, -1.062, -1.634, -1.952, -0.582, -0.072, 0.829, 0.686, -0.464, -1.197, -1.181, 0.436, 0.797, 1.760, 0.558, -0.129, -1.131, 1.055, -0.615, -1.156, -0.476, 0.021, -1.031, -1.513, -1.063, -1.572, -1.676, -0.924, -1.574, -0.886, 0.990, 0.641, -1.704, -1.102, 0.559, -0.515, 0.469, 0.280, 0.533, 0.349, 0.560, 0.461, 0.186, -0.026, 0.588, 0.607, 0.384, 0.385, 0.827, 0.446, 0.522, 0.442, 0.431, 0.578, 0.457, 0.351, 0.520, 0.606, -0.965, 0.506, -0.796, 0.454, 0.482, 0.330, 0.192, 0.830, 0.496, 0.460, 0.410, 0.367, 0.539, 0.515, 0.353, 0.215, 0.318, 0.070, -0.026, 0.534, 0.113, 0.294, 0.289, 0.432, 0.588, 0.351, 0.276, 0.304, 0.374, 0.462, 0.493, 0.038, 0.550, 0.281, 0.325, 0.478, 0.201, 0.299, 0.454, 0.256, 0.354]}

***

Record 2
{"formula": "C23H26N4O5", "method": "wB97M-V/def2-TZVPD", "gap_ev": 8.206, "fmax_ev_per_a": 1.3, "homo_ev": -7.6, "energy_ha": -1487.25339, "total_charge": 0, "de_lowest_kj_mol": 392.5, "symbols": ["O", "O", "O", "O", "O", "N", "N", "N", "N", "C", "C", "C", "C", "C", "C", "C", "C", "C", "C", "C", "C", "C", "C", "C", "C", "C", "C", "C", "C", "C", "C", "C", "H", "H", "H", "H", "H", "H", "H", "H", "H", "H", "H", "H", "H", "H", "H", "H", "H", "H", "H", "H", "H", "H", "H", "H", "H", "H"], "positions_angstrom": [[1.2694, 2.6200, -2.0507], [-3.8847, 1.7727, -3.6187], [-1.5087, 1.0530, 2.4640], [2.0301, -2.1387, -0.7074], [3.0828, -0.2005, 1.4641], [0.9473, 0.1631, 2.1468], [1.4595, -3.0197, 1.3748], [-0.0248, -1.7870, 0.0259], [1.3682, -1.4150, -1.6791], [1.1442, -2.3140, 0.2834], [-1.6153, 0.8788, -3.7246], [-0.6367, 0.1218, -3.1114], [-2.8691, 1.3807, 2.5992], [-3.7020, 2.4317, -4.8487], [2.8252, -3.3658, 1.6933], [-0.8486, 1.5107, 1.3411], [-0.8727, -0.4790, -1.8803], [0.4638, 1.0423, 1.1702], [0.1646, -1.2284, -1.2053], [1.1989, 1.4160, 0.0575], [-2.1198, -0.3280, -1.2755], [0.5118, -3.0635, 2.4651], [2.5065, 2.0078, -2.3485], [2.3005, -1.5061, 3.3122], [-2.8549, 1.0415, -3.1121], [1.0324, -2.2766, 3.6855], [2.1483, -0.4580, 2.1952], [-3.0994, 0.4200, -1.8850], [3.3648, -2.5162, 2.8669], [-0.6484, 2.7398, -0.7133], [-1.3830, 2.3727, 0.3991], [0.6374, 2.2473, -0.9057], [2.8483, -4.4301, 1.9518], [-2.8861, 3.1595, -4.7973], [-4.0714, 0.5486, -1.4343], [-0.4219, -2.6473, 2.0874], [-3.0115, 2.4576, 2.7344], [-3.5063, 1.7227, -5.6595], [-1.0719, 3.3973, -1.4545], [3.4247, -3.2108, 0.7974], [0.2354, -0.0813, 2.8198], [1.2944, -2.9692, 4.4885], [0.3469, -4.1133, 2.7313], [3.2843, 2.3138, -1.6420], [2.4207, 0.9172, -2.3469], [-3.2117, 0.8599, 3.4927], [-2.2962, -0.8076, -0.3258], [-4.6378, 2.9528, -5.0456], [2.6690, -0.9659, 4.1921], [2.1986, 1.0329, -0.0454], [3.6314, -3.1573, 3.7077], [-1.4003, 1.3414, -4.6747], [0.3248, -0.0085, -3.5815], [4.2539, -1.9724, 2.5508], [-3.4486, 1.0428, 1.7348], [0.2556, -1.6194, 4.0779], [-2.3830, 2.7591, 0.5092], [2.7713, 2.3544, -3.3465]], "mulliken_charge": [-0.508, -0.473, -0.502, -0.221, -0.661, 0.184, -0.063, -0.429, -0.819, 0.711, -0.326, -0.862, -0.927, -0.868, -0.736, 0.686, 0.034, -0.268, 0.341, 0.028, -0.262, -0.806, -0.806, 0.395, 0.974, -1.142, 0.003, -0.696, -0.937, -0.800, -0.529, -0.084, 0.395, 0.335, 0.459, 0.348, 0.344, 0.342, 0.492, 0.273, 0.245, 0.468, 0.422, 0.333, 0.285, 0.278, 0.538, 0.249, 0.485, 0.828, 0.380, 0.422, 0.509, 0.475, 0.347, 0.481, 0.398, 0.236]}

***

Record 3
{"formula": "C26H40AsIrN3OSi3", "method": "wB97M-V/def2-TZVPD", "gap_ev": [6.272, 6.122], "fmax_ev_per_a": 1.3, "homo_ev": [-13.5, -14.3], "energy_ha": -4462.34399, "total_charge": 2, "de_lowest_kj_mol": 111.0, "multiplicity": 2, "symbols": ["Ir", "As", "Si", "Si", "Si", "O", "N", "N", "N", "C", "C", "C", "C", "C", "C", "C", "C", "C", "C", "C", "C", "C", "C", "C", "C", "C", "C", "C", "C", "C", "C", "C", "C", "C", "C", "H", "H", "H", "H", "H", "H", "H", "H", "H", "H", "H", "H", "H", "H", "H", "H", "H", "H", "H", "H", "H", "H", "H", "H", "H", "H", "H", "H", "H", "H", "H", "H", "H", "H", "H", "H", "H", "H", "H", "H"], "positions_angstrom": [[-0.2001, 0.1018, 0.3612], [-0.1633, -2.3817, -0.0095], [-1.1261, -3.5286, 1.8950], [2.1177, -3.1733, -0.1091], [-1.2245, -2.9763, -2.0834], [1.7657, -0.0944, 0.5380], [1.2422, 4.1580, -0.1761], [0.1365, 2.2268, 0.5127], [-0.7383, 4.8535, -3.9003], [-2.2369, 2.1851, 0.8401], [0.1401, 4.7877, -0.4660], [2.5754, 2.1593, 0.1264], [-0.9885, 4.1055, -3.0647], [-2.2430, -0.3610, 0.8211], [2.9455, -2.3778, -1.5852], [5.1263, 1.0705, 0.5731], [-1.6897, 0.7895, -1.2253], [-0.6013, -2.4980, 3.3631], [-0.9967, 2.8812, 0.4035], [-0.4734, -1.8617, -3.3857], [2.1751, -5.0186, -0.3828], [-1.3993, 1.9235, -2.1359], [3.7656, 2.8982, -0.1730], [-2.9809, -3.7084, 1.7402], [-1.0997, 3.9768, -0.5901], [-2.1318, 0.8520, 0.1276], [5.0022, 2.3797, 0.0440], [-0.4001, -5.2415, 1.9917], [4.0226, 0.2967, 0.7833], [1.3233, 2.8027, 0.1106], [2.7294, 0.7790, 0.5055], [2.8615, -2.8249, 1.5718], [-0.8831, -4.7682, -2.4541], [-1.2140, 3.2439, -1.9410], [-3.0733, -2.7276, -1.9111], [-1.5300, -5.0766, -3.2799], [-3.4772, -3.2585, -1.0472], [5.8848, 2.9576, -0.1891], [-2.5900, -1.2404, 0.2942], [-0.9552, -5.7884, 2.7594], [-3.3366, -4.1488, 2.6767], [0.1447, -4.9271, -2.7739], [0.6487, -5.2420, 2.2880], [1.7326, -5.3395, -1.3226], [-1.8306, -0.1457, -1.7414], [6.1096, 0.6701, 0.7808], [-1.0924, -5.4290, -1.6113], [-3.5469, -2.7925, 1.5854], [2.1051, 4.6905, -0.1371], [-0.3817, -0.8196, -3.0693], [0.1846, 5.8525, -0.6525], [-1.0631, -2.8966, 4.2702], [4.0259, -2.5371, -1.5228], [-3.1363, 2.7328, 0.5620], [-1.3855, 1.6208, -3.1774], [4.1119, -0.7237, 1.1334], [3.2374, -5.2818, -0.4249], [3.9429, -2.9827, 1.5292], [2.4745, -3.5431, 2.2967], [3.7117, 3.8848, -0.6130], [1.7331, -5.5989, 0.4259], [-3.5478, -3.1541, -2.7995], [2.6103, -2.8782, -2.4962], [-1.0837, -1.8931, -4.2917], [-2.2383, 2.0217, 1.9194], [0.4808, -2.5451, 3.4987], [-2.5533, -0.3049, 1.8586], [2.6681, -1.8186, 1.9524], [-3.4035, -1.6891, -1.8509], [0.5272, -2.2051, -3.6543], [-0.5032, -5.8002, 1.0606], [-0.8832, -1.4487, 3.2811], [-3.2363, -4.4134, 0.9458], [-1.9734, 4.6078, -0.4283], [2.7607, -1.3135, -1.6935]], "mulliken_charge": [1.704, 0.173, 0.375, 0.295, 0.522, -0.733, 0.153, -0.026, -0.450, -0.953, -0.639, 0.056, -0.558, -0.972, -1.109, -0.687, 0.010, -0.986, -0.055, -0.943, -1.027, -0.724, -1.203, -1.171, 0.254, 0.085, -1.000, -1.165, -0.408, 0.509, 1.391, -1.074, -1.133, -0.183, -1.106, 0.425, 0.284, 0.442, 0.248, 0.452, 0.452, 0.303, 0.310, 0.283, 0.512, 0.475, 0.320, 0.355, 0.302, 0.075, 0.512, 0.449, 0.445, 0.438, 0.508, 0.165, 0.382, 0.550, 0.421, 0.336, 0.327, 0.496, 0.352, 0.465, 0.506, 0.255, 0.346, 0.191, 0.321, 0.371, 0.306, 0.228, 0.302, 0.611, 0.257]}